Entry 1:
Molecular formula: C27H30NO7
Method: DFT, wB97M-V/def2-TZVPD

Structure (ORCA input):
```
! RIJCOSX wB97M-V def2-TZVPD def2/J DEFGRID3
* xyz -1 1
C -5.8806 -4.7044 -0.4473
O -5.6016 -3.4026 0.0122
C -4.2778 -3.0036 -0.1379
C -3.8797 -1.7732 0.4083
C -2.5870 -1.3333 0.3018
C -1.6124 -2.1203 -0.3183
C -0.2267 -1.6683 -0.3620
C 0.8716 -2.3985 -0.0529
C 2.2026 -1.7923 -0.2062
O 2.2860 -0.6090 -0.4882
O 3.3077 -2.5917 -0.0352
C 3.0786 -4.0266 -0.0442
C 2.9221 -4.5041 -1.4905
C 4.3015 -4.6886 0.5979
O 1.9235 -4.4723 0.7082
C 0.7857 -3.7165 0.5954
O -0.2800 -4.1037 1.0395
C -2.0109 -3.3434 -0.8729
C -3.3067 -3.7743 -0.7907
H -6.9153 -4.9447 -0.2039
H -5.7496 -4.7534 -1.5284
H -5.2250 -5.4186 0.0513
H -4.6147 -1.1999 0.9477
H -2.2882 -0.3889 0.7272
H -0.0525 -0.6354 -0.6182
H 2.0464 -4.0520 -1.9488
H 3.7919 -4.2423 -2.0880
H 2.7930 -5.5832 -1.5172
H 4.3751 -4.3621 1.6316
H 4.2018 -5.7716 0.5866
H 5.2143 -4.4070 0.0792
H -1.2672 -3.9671 -1.3387
H -3.5804 -4.7245 -1.2161
C 0.9189 4.7711 -2.4933
C -0.1321 5.0903 -1.4515
N -1.1122 3.9901 -1.3075
C -2.3648 4.0621 -2.0475
C -3.3982 4.8881 -1.3187
C -0.9807 2.9788 -0.3449
C 0.2431 2.9073 0.3654
C 0.4839 2.1270 1.5091
C 1.7981 2.2920 2.1818
C 2.6343 3.3860 1.9705
C 3.8528 3.4715 2.6058
C 4.2469 2.4738 3.4718
C 3.4207 1.3959 3.7087
C 2.2055 1.3106 3.0678
O -0.3334 1.3378 1.9793
O -1.9230 2.2070 -0.1575
H 1.6543 5.5730 -2.5958
H 1.4542 3.8534 -2.2414
H 0.4551 4.6133 -3.4690
H 0.3184 5.2973 -0.4741
H -0.6739 6.0071 -1.7124
H -2.1616 4.4486 -3.0512
H -2.7118 3.0303 -2.1735
H -4.3256 4.9821 -1.8858
H -3.6349 4.4376 -0.3537
H -3.0229 5.8923 -1.1215
H 1.0581 3.4926 -0.0085
H 2.3233 4.1869 1.3255
H 4.4945 4.3213 2.4323
H 5.1998 2.5440 3.9675
H 3.7240 0.6269 4.3995
H 1.5437 0.4813 3.2418
*
```

Summary:
HOMO (eV): -3.41
Orbital gap (Eh): 0.20111

***

Entry 2:
Molecular formula: C9H20OSSi
Method: DFT, wB97M-V/def2-TZVPD

Structure (ORCA input):
```
! RIJCOSX wB97M-V def2-TZVPD def2/J DEFGRID3
* xyz 0 1
C -0.4754 0.2988 -0.2495
C 0.3211 -0.3040 -1.3709
C -1.2054 2.1689 2.8805
C 2.4002 -2.4846 -2.4418
C 0.1492 -3.3624 -0.6099
C 2.4189 -1.4386 0.5831
C -0.5777 1.7758 -0.2695
C -1.9782 2.8638 1.7748
C -1.9364 2.3028 0.3683
O -2.0886 0.7549 -2.3065
Si 1.2647 -1.9321 -0.9900
S -1.4959 -0.3764 -1.5834
H -0.5333 -0.1733 0.6885
H 0.7460 0.5675 -1.9247
H -1.7418 2.1716 3.8010
H -0.2793 2.7625 3.1329
H -0.8676 1.1877 2.6001
H 3.0194 -1.6669 -2.8575
H 3.0873 -3.2109 -1.9244
H 1.9028 -3.0150 -3.2454
H 0.8186 -4.1126 -0.2231
H -0.6526 -2.9893 -0.0413
H -0.4131 -3.7510 -1.5170
H 3.4196 -0.8671 0.3595
H 1.7955 -0.7576 1.1740
H 2.7120 -2.3246 1.1694
H 0.1930 2.2678 0.4213
H -0.4241 2.1127 -1.3050
H -1.5341 3.8351 1.6441
H -3.0712 3.1722 2.1074
H -2.5696 1.4310 0.3785
H -2.4041 3.0928 -0.2235
*
```

Summary:
HOMO (eV): -9.10
Orbital gap (Eh): 0.36064

***

Entry 3:
Molecular formula: C5H9N3
Method: DFT, wB97M-V/def2-TZVPD

Structure (ORCA input):
```
! RIJCOSX wB97M-V def2-TZVPD def2/J DEFGRID3
* xyz 0 1
C 0.7297 0.8256 -0.9526
C 0.2448 -0.4327 -0.4035
N 1.4666 1.6995 -0.2806
C -1.3002 -0.0338 -0.0858
C -0.3481 -1.4570 -1.2728
C -1.8376 -0.2214 1.1254
N 1.0914 -0.9571 0.6726
N 1.2449 -0.1810 1.6513
H 0.5014 1.0598 -1.9870
H 1.8336 2.5243 -0.7238
H 1.6883 1.4763 0.6903
H 1.8533 -0.6719 2.3194
H -1.8059 0.5557 -0.8420
H -0.9207 -2.2458 -0.8160
H -0.2910 -1.3606 -2.3500
H -2.8331 0.1471 1.3320
H -1.3173 -0.7272 1.9231
*
```

Summary:
HOMO (alpha / beta) (eV): -6.77 / -5.69
Energy above the lowest of the compared OMol25 structures with the same formula, charge and spin (eV): 6.5559
Orbital gap (alpha / beta) (Eh): 0.27016 / 0.21576

***

Entry 4:
Molecular formula: C7H28NO7
Method: DFT, wB97M-V/def2-TZVPD

Structure (ORCA input):
```
! RIJCOSX wB97M-V def2-TZVPD def2/J DEFGRID3
* xyz 1 1
C 2.2288 0.7772 0.5711
C 0.7216 0.4504 0.4763
C -0.0124 1.0450 1.6458
C -0.6897 0.3982 2.5833
C -0.5478 -1.0641 2.7231
C -0.1114 -1.6610 3.8213
C 0.0594 2.5555 1.6606
N 3.0686 -0.1999 -0.1620
H 2.4454 0.9255 1.6272
H 2.4475 1.7856 0.2531
H 0.3451 0.8111 -0.4824
H 0.6566 -0.6376 0.4928
H -1.1685 0.9361 3.3919
H -0.6277 -1.6370 1.8302
H 0.1999 -2.7067 3.8538
H 0.0581 -1.2366 4.8027
H -0.5894 3.0072 2.4124
H 1.0927 2.8667 1.8221
H -0.1975 2.9774 0.6829
H 3.9336 -0.5036 0.2596
H 3.3173 0.2732 -1.0463
H 2.6207 -1.1058 -0.4133
H 0.5403 1.4653 -4.4312
H -0.2487 0.8987 -3.2941
O 0.6109 1.2008 -3.4942
H 2.2544 1.7764 -2.6936
H 3.1640 2.8806 -2.0375
O 2.8723 1.9676 -1.9917
H -1.6690 -0.8582 -1.9412
H -2.5251 -0.8769 -3.3347
O -1.9728 -0.3963 -2.7373
H 1.7191 -2.4993 -2.6795
H 0.7578 -1.7079 -1.7541
O 1.6729 -1.8993 -1.9371
H -3.7117 1.5783 -0.5498
H -4.5072 1.6334 0.7188
O -3.9717 1.0367 0.2064
H -3.0643 -1.5352 1.7729
H -3.0451 -0.6025 0.6656
O -2.7019 -1.4568 0.8857
H -0.8696 -3.2734 -0.6798
H -1.3479 -1.9492 -0.1560
O -0.6674 -2.3341 -0.7414
*
```

Summary:
HOMO (eV): -11.45
Energy above the lowest of the compared OMol25 structures with the same formula, charge and spin (eV): 0.0000
Orbital gap (Eh): 0.33452

***

Entry 5:
Molecular formula: C34H53O17S
Method: DFT, wB97M-V/def2-TZVPD

Structure (ORCA input):
```
! RIJCOSX wB97M-V def2-TZVPD def2/J DEFGRID3
* xyz 1 1
O -3.1725 -0.4737 1.9156
C -3.8241 -0.6221 0.9244
C -4.3742 -1.9920 0.5351
S -3.0082 -3.1021 0.1355
H -4.0100 0.2158 0.2357
H -4.9892 -2.4412 1.3118
H -4.9281 -1.9373 -0.4051
H -2.1599 -2.2473 -0.4752
H -2.3612 -3.2629 1.3063
O 0.2151 -0.5818 0.0317
C 0.5602 -0.4687 1.1830
O 1.4436 -1.3212 1.7386
C 1.5899 -1.0349 3.1535
C 1.1370 0.4097 3.3072
C 0.0895 0.5379 2.2055
H 0.9668 -1.7367 3.7069
H 2.6287 -1.1865 3.4374
H 0.7696 0.6347 4.3056
H 1.9656 1.0860 3.0915
H -0.9028 0.2320 2.5431
H 0.0562 1.5375 1.7871
O 0.3706 -3.4431 5.0725
C 0.5632 -4.5643 4.6966
O 0.4316 -5.6314 5.5116
C 0.8287 -6.8386 4.8313
C 0.6956 -6.5191 3.3470
C 1.0124 -5.0239 3.3207
H 1.8564 -7.0678 5.1163
H 0.1829 -7.6489 5.1594
H 1.3459 -7.1270 2.7225
H -0.3341 -6.6866 3.0252
H 2.0817 -4.8292 3.2277
H 0.4839 -4.4759 2.5447
O 0.3222 4.5139 1.5094
C 0.8216 4.1007 0.5029
O 1.0789 2.7774 0.3343
C 1.7570 2.5499 -0.9189
C 1.4205 3.7695 -1.7687
C 1.2647 4.8716 -0.7187
H 2.8224 2.4677 -0.7165
H 1.3938 1.6146 -1.3398
H 2.1683 3.9786 -2.5308
H 0.4627 3.6089 -2.2682
H 2.2040 5.3640 -0.4867
H 0.5158 5.6099 -0.9948
O 4.1602 4.2320 0.2231
C 5.0705 4.9655 0.5033
O 5.0129 6.2891 0.2794
C 6.2699 6.9149 0.6169
C 6.9351 5.9505 1.5915
C 6.4110 4.5995 1.1064
H 6.8435 7.0429 -0.3013
H 6.0708 7.8941 1.0406
H 8.0195 6.0346 1.5984
H 6.5750 6.1418 2.6029
H 7.0334 4.1708 0.3189
H 6.2828 3.8711 1.9022
O -4.9611 -3.0956 -2.1890
C -4.3616 -3.4688 -3.1696
O -4.0162 -4.7522 -3.3348
C -3.2427 -4.9134 -4.5484
C -3.6013 -3.7039 -5.3998
C -3.8809 -2.6400 -4.3409
H -2.1856 -4.9376 -4.2769
H -3.5098 -5.8636 -5.0017
H -2.8225 -3.4354 -6.1093
H -4.5164 -3.8958 -5.9598
H -2.9775 -2.1044 -4.0387
H -4.6429 -1.9251 -4.6420
O -3.2737 -8.5839 9.0856
C -2.8892 -7.4874 8.8109
O -1.7637 -6.9510 9.3434
C -1.5979 -5.5917 8.9061
C -2.3991 -5.4907 7.6150
C -3.5315 -6.4837 7.8683
H -1.9800 -4.9293 9.6856
H -0.5372 -5.3979 8.7677
H -2.7305 -4.4772 7.3970
H -1.7859 -5.8324 6.7808
H -4.3795 -6.0264 8.3803
H -3.8801 -6.9848 6.9695
O -7.4100 -1.5148 -6.7267
C -7.1380 -2.1277 -7.7159
O -5.9077 -2.6740 -7.9022
C -5.8165 -3.2693 -9.2109
C -7.2584 -3.5419 -9.6240
C -8.0071 -2.4078 -8.9247
H -5.3196 -2.5598 -9.8752
H -5.2124 -4.1710 -9.1415
H -7.3929 -3.5702 -10.7027
H -7.5833 -4.5007 -9.2181
H -8.0474 -1.5021 -9.5318
H -9.0117 -2.6785 -8.6134
O 5.6553 11.2578 0.1141
C 6.2005 10.9010 -0.8856
O 6.6097 9.6158 -1.0654
C 7.3243 9.4884 -2.3068
C 6.8564 10.6618 -3.1600
C 6.5745 11.7264 -2.1013
H 8.3947 9.5312 -2.0935
H 7.0887 8.5206 -2.7445
H 7.5849 10.9579 -3.9116
H 5.9302 10.3985 -3.6722
H 7.4627 12.3105 -1.8558
H 5.7627 12.3974 -2.3661
*
```

Summary:
HOMO (eV): -11.34
Orbital gap (Eh): 0.29116

***

Entry 6:
Molecular formula: C2H4S3
Method: DFT, wB97M-V/def2-TZVPD

Structure (ORCA input):
```
! RIJCOSX wB97M-V def2-TZVPD def2/J DEFGRID3
* xyz 0 1
C -1.2332 -0.9534 0.3967
S -0.4900 -0.1839 -1.0520
C 0.8563 0.3666 -0.2351
S 1.4670 0.2941 1.2266
S 1.8878 1.5688 -1.7259
H -0.6181 -1.7726 0.8891
H -2.2855 -1.3995 0.0586
H -1.4574 -0.2845 1.1114
H 1.8732 2.3645 -0.6694
*
```

Summary:
HOMO (eV): -8.84
Energy above the lowest of the compared OMol25 structures with the same formula, charge and spin (eV): 1.3969
SMILES string: CSC(=S)S
Orbital gap (Eh): 0.31365

***

Number 1: largest force on an atom 2.49 eV/Å. Number 2: largest force on an atom 3.47 eV/Å. Number 3: largest force on an atom 1.51 eV/Å. Number 4: largest force on an atom 2.28 eV/Å. Number 5: largest force on an atom 1.08 eV/Å. Number 6: largest force on an atom 5.52 eV/Å.